Entry 1:
Here is the molecule C4H9NO2 from the Open Molecules 2025 dataset. Energies are from wB97M-V/def2-TZVPD.

Properties
- SMILES string = COC/C(C)=N\O
- multiplicity = 1
- F_max (eV Å⁻¹) = 0.6
- frontier orbital gap (eV) = 10.5162
- energy relative to the best compared isomer or geometry (same formula, charge and spin) (kJ/mol) = 316.30
- energy (Eh) = -362.96506

The geometry in XYZ format:
```
16
Properties=species:S:1:pos:R:3:forces:R:3:mulliken_charge:R:1
C 2.062 0.614 -0.238 0.14 0.17 -0.18 -0.61
O 1.399 -0.239 0.679 0.04 -0.10 0.12 -0.41
C 0.092 0.144 1.050 -0.17 0.10 0.12 -0.73
C -0.926 -0.287 0.013 -0.07 0.08 -0.28 0.98
C -1.238 -1.751 -0.080 -0.02 -0.03 -0.03 -1.07
N -1.489 0.487 -0.832 0.15 -0.47 0.31 -0.60
O -1.097 1.818 -0.682 -0.04 0.32 -0.18 -0.37
H 2.224 0.099 -1.193 -0.08 0.06 0.14 0.25
H 1.500 1.536 -0.433 0.04 -0.17 0.09 0.29
H 3.038 0.873 0.188 -0.14 -0.02 -0.11 0.25
H 0.020 1.220 1.243 0.07 -0.16 -0.05 0.43
H -0.115 -0.391 1.983 -0.02 0.08 -0.12 0.34
H -1.647 -2.123 0.868 0.07 0.09 -0.14 0.27
H -0.311 -2.304 -0.274 -0.13 0.05 0.03 0.25
H -1.955 -1.948 -0.880 0.13 0.05 0.11 0.35
H -1.556 2.251 -1.412 0.04 -0.04 0.15 0.36
```
Positions in Å, forces in eV/Å.



Entry 2:
Here is a cluster of 2 separate species, C4H9NO2 in total from the Open Molecules 2025 dataset. Energies are from wB97M-V/def2-TZVPD.

Properties
- multiplicity = 1
- F_max (eV Å⁻¹) = 5.0
- frontier orbital gap (eV) = 4.4592
- energy relative to the best compared isomer or geometry (same formula, charge and spin) (kJ/mol) = 861.16
- energy (Eh) = -362.75753

The geometry in XYZ format:
```
16
Properties=species:S:1:pos:R:3:forces:R:3:mulliken_charge:R:1
C 0.993 0.777 0.902 0.47 -0.25 0.46 -0.10
C 1.466 -0.307 0.061 0.06 1.99 -2.23 -0.08
C 0.366 -1.389 0.044 -1.75 -1.97 0.39 -0.57
O 1.710 -0.012 -1.259 -0.32 -0.05 2.26 -0.62
C 0.043 1.618 0.455 -3.24 0.13 -3.69 -0.26
N -0.578 1.376 -0.862 3.80 0.75 3.21 -0.42
O -2.522 -0.424 -0.427 0.67 -0.22 0.27 -0.84
H -0.489 2.310 1.104 -0.07 -0.32 -0.07 0.36
H 1.151 0.794 1.980 0.36 -0.09 -0.19 0.36
H 2.277 -0.748 0.594 1.29 -1.08 0.17 0.41
H 0.772 -2.287 -0.469 -0.34 0.77 0.10 0.28
H -0.037 -1.731 1.026 0.55 0.53 -0.48 0.34
H -0.475 -0.888 -0.502 0.44 -0.88 0.44 0.09
H -3.415 -0.807 -0.485 0.47 0.57 -0.19 0.21
H 0.174 0.918 -1.420 -0.32 0.16 -0.29 0.44
H -1.437 0.799 -0.745 -2.08 -0.05 -0.16 0.41
```
Positions in Å, forces in eV/Å.